[1]
Formula: C26H26N4O4
Source: the OMol25 dataset
Level of theory: ωB97M-V/def2-TZVPD

CARTESIAN COORDINATES (ANGSTROEM)
C 2.7747 -0.0242 -4.0986
C 1.7003 -1.1081 -4.1135
O 1.3565 -1.5486 -2.8140
C 2.1629 -2.4277 -2.1585
C 3.3295 -2.9976 -2.6526
C 4.0521 -3.8911 -1.8790
C 3.6332 -4.2295 -0.6067
C 2.4716 -3.6707 -0.1017
C 1.7485 -2.7722 -0.8629
N 0.5220 -2.2407 -0.3643
C 0.4253 -0.9470 0.0703
C 1.7038 -0.1319 0.0560
N 1.6701 1.1842 0.6330
C 0.9043 2.1959 -0.0767
C -0.3976 2.5915 0.6221
N -0.1203 3.0411 1.9719
C -0.9995 3.6594 2.7908
O -0.6845 4.0264 3.9160
C -2.3747 3.9029 2.3168
C -3.3044 4.7150 2.9180
C -4.4932 4.5834 2.1711
C -4.2101 3.6963 1.1768
O -2.9385 3.2810 1.2529
C 1.1553 2.6263 2.5199
C 1.4523 1.2030 2.0714
N -0.6635 -0.4206 0.4949
C -1.8113 -1.1684 0.5134
C -2.9987 -0.5892 0.9744
C -4.1567 -1.3320 1.0000
C -4.1628 -2.6590 0.5711
C -3.0029 -3.2426 0.1150
C -1.8182 -2.5049 0.0825
C -0.5818 -3.1068 -0.4015
O -0.4616 -4.2431 -0.8075
H 2.9803 0.2981 -5.1155
H 2.4327 0.8326 -3.5224
H 3.6958 -0.3923 -3.6526
H 0.7678 -0.7015 -4.5148
H 2.0039 -1.9546 -4.7397
H 3.6789 -2.7658 -3.6459
H 4.9518 -4.3275 -2.2859
H 4.1983 -4.9298 -0.0125
H 2.1126 -3.9335 0.8816
H 2.4752 -0.7078 0.5825
H 2.0258 -0.0326 -0.9849
H 0.6599 1.8328 -1.0759
H 1.5386 3.0855 -0.1862
H -0.8770 3.3947 0.0559
H -1.0562 1.7178 0.6366
H -3.1349 5.3203 3.7838
H -5.4273 5.0749 2.3496
H -4.8074 3.2931 0.3821
H 1.9539 3.2984 2.1883
H 1.0794 2.6908 3.6076
H 0.6155 0.5551 2.3699
H 2.3642 0.8410 2.5587
H -2.9845 0.4377 1.3057
H -5.0723 -0.8836 1.3574
H -5.0806 -3.2267 0.5987
H -2.9764 -4.2676 -0.2230

Forces on atoms 1 to 6 (eV/Å):
C -0.254 -0.314 0.144
C 0.192 0.278 -0.406
O 0.018 -0.258 0.380
C -0.153 -0.039 0.295
C -0.086 0.148 -0.231
C -0.026 -0.015 0.051

Output
**SMILES**: CCOc1ccccc1-n1c(CN2CCN(C(=O)c3ccco3)CC2)nc2ccccc2c1=O
**Frontier orbital gap**: 9.067 eV
**Energy relative to the best compared isomer or geometry (same formula, charge and spin)**: 65.2 kcal per mole



[2]
Formula: C26H26N4O5
Source: the OMol25 dataset
Level of theory: ωB97M-V/def2-TZVPD

CARTESIAN COORDINATES (ANGSTROEM)
N 1.8902 -1.9722 0.5996
C 2.7638 -0.9658 0.3249
O 3.3097 -0.7697 -0.7431
C 2.9569 -0.1429 1.5126
C 2.2118 -0.6705 2.4762
C 1.5352 -1.8288 1.9069
O 0.7722 -2.5414 2.5292
H 3.5870 0.7293 1.5708
H 2.1065 -0.3287 3.4929
C 4.1500 -7.3063 -7.1840
N 4.2318 -6.4980 -5.9813
C 5.3599 -6.4684 -5.1902
O 6.3802 -7.0973 -5.3639
C 5.0751 -5.4919 -4.0607
C 6.0453 -4.3071 -4.0735
C 7.4884 -4.6873 -3.9076
C 8.4130 -4.4380 -4.9111
C 9.7275 -4.8425 -4.7860
C 10.1422 -5.5021 -3.6489
C 9.2415 -5.7358 -2.6320
C 7.9301 -5.3227 -2.7589
N 3.6491 -5.0611 -4.2157
C 2.9839 -4.2473 -3.3522
C 1.6642 -3.8745 -3.5378
C 0.9184 -3.0283 -2.7435
C -0.4450 -2.7029 -3.0056
C -1.1427 -1.8490 -2.1279
C -2.4543 -1.5198 -2.3504
C -3.1357 -2.0201 -3.4501
N -4.5215 -1.6738 -3.6944
O -5.0899 -2.1683 -4.6884
O -5.0902 -0.8953 -2.9041
C -2.4691 -2.8637 -4.3247
C -1.1574 -3.2029 -4.1187
C 3.0855 -5.7041 -5.4591
C 2.7052 -4.6458 -6.4941
C 1.9602 -6.6779 -5.1040
H 5.1081 -7.7816 -7.3733
H 3.3884 -8.0734 -7.0668
H 3.8876 -6.6849 -8.0380
H 5.1605 -6.0270 -3.1083
H 5.9201 -3.7839 -5.0234
H 5.7727 -3.5840 -3.2998
H 8.0950 -3.9322 -5.8054
H 10.4312 -4.6562 -5.5820
H 11.1627 -5.8406 -3.5579
H 9.5597 -6.2574 -1.7435
H 7.2307 -5.5037 -1.9630
H 3.5200 -3.8838 -2.4948
H 1.1682 -4.2924 -4.3894
H 1.3848 -2.5875 -1.8778
H -0.6251 -1.4645 -1.2675
H -2.9829 -0.8696 -1.6775
H -3.0166 -3.2417 -5.1686
H -0.6728 -3.8572 -4.8208
H 3.5891 -4.0693 -6.7602
H 2.3282 -5.1083 -7.4037
H 1.9559 -3.9450 -6.1325
H 2.3531 -7.4492 -4.4440
H 1.1270 -6.2040 -4.5906
H 1.5767 -7.1723 -5.9943

Forces on atoms 1 to 6 (eV/Å):
N -0.061 -0.218 -0.802
C -0.951 -1.372 -0.252
O 0.680 0.230 -1.426
C 0.188 1.039 1.617
C 1.004 1.585 0.606
C -0.591 -1.172 -0.830

Output
**Frontier orbital gap**: 4.396 eV
**Energy relative to the best compared isomer or geometry (same formula, charge and spin)**: 184.7 kcal per mole



[3]
Formula: C26H27AgN4O10S
Source: the OMol25 dataset
Level of theory: ωB97M-V/def2-TZVPD

CARTESIAN COORDINATES (ANGSTROEM)
Ag -0.8944 1.2216 -1.3910
O 2.9036 1.7335 0.4710
C 2.0396 2.0746 -0.3632
O 1.3722 1.2931 -1.1065
C 1.8206 3.5678 -0.5408
C 2.9107 4.3534 -0.7033
C 2.7882 5.7538 -0.8907
C 1.5435 6.3489 -0.8863
C 0.4162 5.5803 -0.7242
C 0.4577 4.1262 -0.5118
O -0.5215 3.4218 -0.2693
N -0.8527 6.3070 -0.7373
O -0.8367 7.5078 -0.4436
O -1.8697 5.7059 -1.0054
N 3.9526 6.5645 -1.0877
O 5.0510 6.0142 -1.1313
O 3.8282 7.7832 -1.2175
H 3.8956 3.9070 -0.6795
H 1.4503 7.4151 -1.0200
C -3.3473 -1.4430 0.9783
N -2.3754 -1.2916 2.0605
C -1.8663 -2.5286 2.6148
C -1.5886 -0.1559 1.9580
O -1.7512 0.6431 1.0620
N -0.5949 0.0080 2.9263
C 0.3281 1.1042 2.6362
C -0.9693 -0.1020 4.3218
H -4.0743 -2.2047 1.2711
H -2.8668 -1.7264 0.0356
H -3.8567 -0.5016 0.7949
H -1.6699 -3.2550 1.8200
H -2.5901 -2.9790 3.3028
H -0.9364 -2.3483 3.1491
H 0.5521 1.1435 1.5735
H 1.2561 0.9406 3.1864
H -0.0944 2.0751 2.9185
H -1.7549 -0.8440 4.4523
H -1.3374 0.8589 4.7067
H -0.1051 -0.3967 4.9236
C -3.8532 2.2930 -1.5189
C -2.9987 1.0839 -1.9187
O -3.6289 0.1081 -2.3408
H -4.9272 2.0432 -1.5177
H -3.6546 3.1042 -2.2300
H -3.5274 2.6686 -0.5432
O -0.6168 -1.3079 -1.8448
S 0.3614 -2.2817 -2.3898
C -0.2736 -3.9381 -2.0229
C -0.6335 -4.2772 -0.7326
C -1.1860 -5.5226 -0.4766
C -1.3734 -6.4285 -1.5151
C -1.0138 -6.0851 -2.8052
C -0.4661 -4.8255 -3.0616
C 1.7556 -2.3621 -1.2617
C 1.7364 -1.5624 -0.1372
C 2.8299 -1.5934 0.7236
C 3.9052 -2.4265 0.4547
C 3.9121 -3.2268 -0.6881
C 2.8354 -3.1876 -1.5593
H -0.4725 -3.5586 0.0623
H -1.4705 -5.7882 0.5343
H -1.8079 -7.4006 -1.3145
H -1.1661 -6.7855 -3.6175
H -0.1969 -4.5320 -4.0710
H 0.9093 -0.8829 0.0192
H 2.8534 -0.9210 1.5705
H 4.7624 -2.4307 1.1186
H 4.7657 -3.8585 -0.9080
H 2.8283 -3.7938 -2.4613

Forces on atoms 1 to 6 (eV/Å):
Ag -0.264 0.316 -0.504
O -0.202 -0.053 -0.156
C 0.159 -0.183 0.101
O -0.052 0.011 0.190
C -0.188 0.123 -0.046
C 0.177 0.162 -0.031

Output
**Net charge**: -2
**Frontier orbital gap**: 4.183 eV
**Energy relative to the best compared isomer or geometry (same formula, charge and spin)**: 32.0 kcal per mole



| no. | HOMO energy (eV) |
| --- | --- |
| 1 | -8.5 |
| 2 | -7.3 |
| 3 | -0.4 |